1.
Formula: C12H18FGeN2O4PdS3Se
Source: the Open Molecules 2025 dataset
Level of theory: wB97M-V/def2-TZVPD

```
43
Properties=species:S:1:pos:R:3:forces:R:3:mulliken_charge:R:1
H -0.93270 -2.97602 -4.00978 -0.019 -0.112 -0.014 0.405
H 2.90689 -1.09028 0.93019 0.113 0.217 -0.057 0.395
H -5.27738 -1.56762 -3.67371 -0.026 0.012 0.071 0.371
H -0.80247 2.42661 -2.36842 0.058 -0.165 -0.020 0.363
H -4.06069 -2.63153 -0.74013 -0.108 0.051 0.001 0.359
Pd -0.67028 1.87964 0.75881 1.094 -0.087 0.594 -0.074
C 3.56966 -0.78692 3.29366 0.222 0.814 -0.549 0.467
Ge -2.84325 -1.73038 -2.81358 -0.180 0.252 -0.145 0.402
C 1.63197 0.63969 0.97755 1.790 -1.409 0.122 1.609
H -0.27506 -1.78073 -2.89735 0.079 -0.091 0.007 0.385
O 0.63315 -0.05005 1.23237 -0.952 0.313 0.030 -0.655
H -4.37512 -2.79236 -4.56851 0.016 -0.052 -0.001 0.369
C -3.08866 -2.82566 -1.18540 0.070 0.286 -0.522 -1.118
C -0.21790 1.50370 -2.33434 0.031 0.105 0.046 -1.020
H 4.27906 2.13956 1.76988 0.008 0.039 0.003 0.421
H -2.93614 0.99583 -2.67876 0.073 0.010 -0.008 0.501
H -3.02111 -3.88692 -1.40403 0.052 -0.095 -0.035 0.398
F 5.35402 2.87555 4.01177 0.019 0.127 0.130 -0.296
H -4.14856 -1.08400 -4.94727 0.070 0.050 -0.007 0.370
H 4.05306 -1.16984 5.21874 -0.016 0.192 -0.178 0.246
Se -1.09920 0.25342 -1.11585 -0.049 0.048 -0.524 0.744
S -2.08933 1.51421 2.80765 -0.182 0.377 -0.309 -0.103
C -1.05195 -1.96263 -3.63787 -0.522 0.046 0.277 -1.125
O 3.11511 -1.86830 3.04583 -0.362 -0.656 -0.071 -0.590
C 4.22320 1.42843 2.58150 0.899 1.116 1.392 0.024
H -0.15677 1.05759 -3.32698 -0.064 -0.064 0.088 0.336
S -4.48022 3.28231 2.86595 -0.096 0.134 0.058 0.151
H 3.66161 0.41135 0.24762 -0.074 -0.120 0.103 0.405
H 0.78579 1.71009 -1.95396 -0.171 -0.111 -0.017 0.380
C 4.73733 1.71763 3.80087 -0.362 -0.264 -0.908 0.211
C -4.32200 -1.79289 -4.14106 0.503 -0.018 0.498 -1.104
H -3.59956 0.20667 -1.22727 0.035 0.006 0.076 0.437
C -3.04499 2.79831 2.18752 0.568 -0.410 -0.186 0.406
N 4.08202 -0.43649 4.51393 -0.025 -0.370 0.372 -0.079
S -2.43375 3.48353 0.71542 -0.323 -0.046 0.243 -0.189
O 5.05227 0.94106 6.03624 0.136 0.066 0.309 -0.564
C 4.66598 0.76486 4.91589 -0.027 0.294 -0.576 0.305
C 3.03339 -0.00948 1.03876 -0.710 0.015 -0.228 -1.561
C -2.81626 0.16944 -1.98237 0.020 -0.496 -0.191 -1.043
H -2.31775 -2.56962 -0.46041 0.077 -0.050 0.054 0.384
O 1.55734 1.85303 0.66183 -1.326 1.134 -0.193 -0.795
N 3.62710 0.24003 2.32637 -0.287 -1.180 0.372 0.128
H -0.90784 -1.28081 -4.47128 -0.055 0.095 -0.108 0.342
```
Positions in Å, forces in eV/Å.

## Properties
Multiplicity = 5
Total charge = +1
Expectation value of S² = 6.0216
Frontier orbital gap (spin up / spin down) = 6.8 / 4.1 eV


2.
Formula: C12H18FNO
Source: the Open Molecules 2025 dataset
Level of theory: wB97M-V/def2-TZVPD

```
33
Properties=species:S:1:pos:R:3:forces:R:3:mulliken_charge:R:1
C 1.98167 -0.60565 -1.78299 -0.872 2.178 0.409 -0.688
H -2.08722 0.35503 -2.95284 -0.399 -0.246 -0.079 0.474
H 1.64757 0.19962 -0.98298 1.088 -1.627 -1.121 0.111
H -2.14158 1.72659 -1.17950 -1.088 1.210 0.618 0.562
C 0.55846 1.46581 1.86995 -2.239 0.385 2.782 0.404
N 1.42401 -1.91407 -1.58074 2.661 -2.472 3.080 -0.197
H -0.45140 0.83920 -2.67459 0.115 0.230 0.027 0.278
H 1.52096 -0.24314 -2.69055 -0.158 0.377 -0.442 0.212
H 1.97130 -3.85821 -0.73153 0.270 2.162 0.557 0.274
O -0.50516 1.09657 -0.08045 -1.495 -1.119 -2.715 -0.146
H 0.19007 -1.16223 -0.05020 0.023 0.143 0.453 0.236
H 3.05187 -0.57960 -2.01114 -0.130 -0.301 0.532 0.425
H 3.26190 -2.72655 -0.97944 1.610 0.363 0.077 0.399
F 1.66211 1.01946 1.38775 2.241 -1.056 -2.338 -0.244
H -2.80457 1.80642 1.43133 -0.600 -0.084 -0.552 0.428
H -2.54414 2.62345 3.59161 -1.456 0.324 1.175 0.381
H -0.38782 2.43776 4.85336 -0.455 0.718 0.776 0.346
C -1.84313 1.78233 1.87627 1.684 -0.563 -0.653 -0.630
H 2.13513 -2.40985 0.47220 0.497 -0.213 -0.990 0.266
H -1.63025 -1.89387 -1.98996 -2.231 -0.379 0.659 0.618
C 2.28439 -2.72946 -0.59802 -2.510 -1.521 -1.060 -0.921
C 0.64380 1.82537 3.19902 0.160 -0.014 -0.361 -0.312
C 0.17548 -1.81902 -0.90918 -2.790 0.920 -2.903 -0.372
H -0.30315 -2.79190 -0.66202 0.963 0.398 0.037 0.464
C -0.50146 2.28154 3.80929 1.176 -1.033 0.996 -0.669
C -0.79054 -1.27854 -2.08240 -0.026 0.681 -0.024 -1.386
C -1.27205 0.26743 -2.24978 2.530 -2.663 0.042 -0.835
H 1.58759 1.68999 3.75606 -0.546 0.280 -0.556 0.370
C -1.67845 0.81264 -0.93001 0.683 -1.072 0.749 -0.738
C -0.68292 1.39459 1.19258 0.872 0.963 1.074 0.594
C -1.69571 2.18390 3.18149 -0.467 0.745 -0.706 -0.577
H -0.44730 -1.79976 -2.99622 0.624 1.091 0.063 0.461
H -2.32944 0.00414 -0.50637 0.268 1.197 0.396 0.412
```
Positions in Å, forces in eV/Å.

## Properties
SMILES = CN(C)CCCCOc1ccccc1F
Total charge = 0
Energy relative to the best compared isomer or geometry (same formula, charge and spin) = 0.0 kcal/mol
Frontier orbital gap = 9.3 eV


3.
Formula: C12H18FNP
Source: the Open Molecules 2025 dataset
Level of theory: wB97M-V/def2-TZVPD

```
33
Properties=species:S:1:pos:R:3:forces:R:3:mulliken_charge:R:1
C 1.76734 -0.05934 -0.12408 0.760 0.971 -0.674 0.535
H -4.45603 1.02723 0.26543 1.430 0.765 -2.207 0.409
C 0.50534 -0.67486 -0.41286 -0.335 -0.825 -0.001 -0.020
N -3.54933 0.79643 -0.27411 -0.993 0.097 3.677 -0.004
P 1.50516 -3.14047 0.90238 -1.826 -0.414 -0.732 0.044
H -3.44042 0.89665 -1.25150 -1.455 -0.415 -1.693 0.403
C -0.80015 -0.18756 0.13942 -0.052 0.428 1.634 0.833
H -0.82343 -0.23019 1.30777 0.553 0.481 -1.913 0.209
C 3.39118 1.08935 1.29876 -2.542 -0.030 -0.266 -0.903
H 1.15880 0.89869 1.66215 1.102 -0.126 0.225 0.308
H 4.67845 0.46811 -1.71190 1.870 -0.014 -1.986 0.556
H 2.61215 -0.40160 -2.09427 -0.705 -0.846 -0.748 0.347
C 2.78811 -0.08109 -1.10321 -0.520 -0.264 -0.516 -0.421
H -3.62004 -0.78902 1.25924 0.144 0.989 0.246 0.383
F 0.29806 -1.14380 -1.69587 0.551 0.441 0.755 -0.412
H -1.07255 1.33723 -1.37516 0.023 -0.201 -2.701 0.410
C 2.04141 0.68884 1.02759 0.068 -0.544 0.015 -0.334
H 1.77675 -3.55110 -0.45068 -0.085 0.168 0.423 0.069
H 3.56131 1.52933 2.24305 0.423 0.491 0.819 0.436
H -2.42063 1.63011 1.22015 0.043 -0.069 1.171 0.458
H -0.30053 1.96308 -0.05140 -0.406 -0.026 0.421 0.499
C -1.10492 1.28009 -0.34833 1.618 -1.991 1.680 -0.778
C -3.39651 -0.61019 0.21175 1.642 -2.230 -2.450 -0.777
C 4.01816 0.44250 -0.93951 -1.230 0.945 3.865 -0.704
H -2.04840 -1.48880 -1.25895 0.564 0.920 0.537 0.387
H -1.86869 -2.14937 0.39449 0.221 2.556 -1.450 0.150
H -4.13149 -1.26956 -0.34534 0.735 0.983 0.529 0.359
H 5.35164 1.28080 0.43257 0.971 0.627 0.701 0.437
H 0.17804 -3.89387 0.88587 1.473 0.806 0.017 0.038
C -2.40864 1.66003 0.15970 -1.203 3.531 1.189 -0.959
C 4.34117 1.00510 0.33393 -0.092 -1.245 -1.939 -0.344
H -2.58804 2.76612 -0.08670 -0.398 -1.647 0.040 0.382
C -1.94327 -1.08885 -0.22036 -2.349 -4.311 1.328 -0.998
```
Positions in Å, forces in eV/Å.

## Properties
Total charge = +1
Energy relative to the best compared isomer or geometry (same formula, charge and spin) = 95.7 kcal/mol
Frontier orbital gap (spin up / spin down) = 7.0 / 7.3 eV


4.
Formula: C12H18FO7V
Source: the Open Molecules 2025 dataset
Level of theory: wB97M-V/def2-TZVPD

```
39
Properties=species:S:1:pos:R:3:forces:R:3:mulliken_charge:R:1
C -15.39040 16.56754 -15.73284 -0.096 0.378 -1.211 -0.659
C -15.33567 11.86505 -11.68014 -0.447 1.114 0.202 0.600
H -13.43355 15.48009 -16.12474 -0.039 0.500 -0.028 0.405
C -14.68211 13.17424 -9.94696 -0.504 0.126 0.941 -0.418
H -17.65998 12.23173 -17.28138 0.107 -0.046 0.160 0.446
F -15.92424 12.30268 -14.89903 -0.474 -2.816 0.910 -0.452
H -15.66118 13.73414 -12.69835 0.197 -0.230 0.004 -0.362
H -14.78895 14.45376 -15.91889 -0.195 -0.008 0.284 -0.422
H -14.94521 17.41443 -16.26438 0.322 0.357 0.949 0.271
H -16.89931 12.95506 -19.94159 0.119 0.202 0.497 0.334
C -14.38889 15.42290 -15.60816 -0.443 -0.188 0.185 0.331
C -14.13266 15.36909 -14.12361 0.977 -0.818 -0.159 0.486
H -14.76674 12.97632 -8.87980 0.079 0.166 -0.045 0.318
O -16.10599 9.98235 -16.67341 -0.055 -0.873 1.992 -0.479
C -15.92091 16.77048 -14.29133 -0.783 -1.154 -1.423 -0.305
H -15.17505 11.40866 -20.25088 0.262 -0.177 0.406 0.282
C -16.12127 10.97514 -19.93590 -1.346 0.713 -0.771 -0.426
O -14.16796 10.43154 -14.89149 -2.839 -1.222 1.379 -0.313
V -15.66815 10.33644 -14.42958 4.078 5.219 -2.563 1.298
H -16.21888 17.79139 -14.07615 0.632 0.065 0.551 0.361
H -15.99315 12.70381 -17.66374 -0.030 0.006 0.180 0.004
C -16.08458 13.16345 -11.87013 -0.060 -0.006 -0.215 0.146
H -17.11821 12.95950 -12.14842 0.006 -0.073 0.059 0.379
C -15.90172 13.86790 -10.53144 -0.151 0.682 0.139 -0.539
O -15.97030 10.04285 -18.86509 0.482 -0.577 0.296 -0.310
O -13.30149 14.69928 -13.57500 -0.116 -0.073 0.222 -0.596
O -14.68979 11.85852 -10.55277 0.568 -0.528 -0.632 -0.315
H -13.74351 13.68830 -10.14312 0.047 -0.255 -0.302 0.271
H -16.80693 16.13169 -14.18005 -0.151 0.382 -0.094 0.240
H -15.73948 14.94114 -10.62788 0.185 -0.079 -0.245 0.338
H -18.13780 11.82589 -19.65038 0.049 -0.491 0.274 0.293
O -14.96543 16.14965 -13.42952 -0.047 1.004 0.425 -0.369
O -15.32700 10.87523 -12.40991 -0.451 -1.286 -1.208 -0.527
C -17.09730 12.02949 -19.39572 0.259 0.508 -1.126 -0.622
H -16.57441 10.50770 -20.80748 0.259 -0.524 0.181 0.341
C -16.80671 12.02231 -17.91909 0.351 -0.598 0.297 -0.189
C -16.26555 10.58998 -17.70561 -0.639 1.593 -0.849 0.539
H -16.77438 13.79641 -9.88150 0.034 -0.428 -0.042 0.296
H -16.20942 16.38994 -16.43662 -0.147 -0.562 0.380 0.324
```
Positions in Å, forces in eV/Å.

## Properties
Multiplicity = 2
Total charge = +1
Expectation value of S² = 0.7972
Energy relative to the best compared isomer or geometry (same formula, charge and spin) = 0.0 kcal/mol
Frontier orbital gap (spin up / spin down) = 7.5 / 7.9 eV